(1)
Entry from the Open Molecules 2025 dataset: a molecular structure, C26H26Cl2HgN2P2S2 in a non-equilibrium geometry (the ωB97M-V functional and the def2-TZVPD basis).

Values from the calculation:
frontier orbital gap (spin up / spin down): 6.167 / 6.410 eV
E: -99833.2282 eV
energy relative to the best compared isomer or geometry (same formula, charge and spin): 5.2 kcal per mole
multiplicity: 2
net charge: -1
<S²>: 0.7617
HOMO energy (spin up / spin down): -3.62 / -4.36 eV

Cartesian coordinates (Å):
Hg1 -0.4933 0.1653 -0.4660
S1 -0.4776 3.0708 1.1013
P1 -0.9532 1.5999 2.3487
C1 -0.4313 0.0323 1.8689
P2 -1.0391 -1.5452 2.1772
S2 -0.5299 -2.9125 0.8362
C2 -2.8417 -1.7115 2.4539
C3 -3.6977 -1.0825 1.5531
C4 -5.0710 -1.2197 1.6695
C5 -5.6089 -1.9957 2.6884
C6 -4.7633 -2.6628 3.5625
C7 -3.3857 -2.5314 3.4384
C8 -0.2872 -1.9147 3.8181
C9 -0.8463 -1.4924 5.0213
C10 -0.1382 -1.5985 6.2121
C11 1.1433 -2.1268 6.2127
C12 1.7081 -2.5573 5.0175
C13 1.0004 -2.4488 3.8301
C14 -0.1240 1.9288 3.9552
C15 -0.5572 2.9527 4.7968
C16 0.1463 3.2603 5.9511
C17 1.3017 2.5551 6.2705
C18 1.7527 1.5544 5.4232
C19 1.0451 1.2447 4.2683
C20 -2.7346 1.7317 2.7735
C21 -3.2386 1.2934 3.9952
C22 -4.6006 1.3446 4.2594
C23 -5.4733 1.8503 3.3067
C24 -4.9793 2.2920 2.0863
C25 -3.6195 2.2262 1.8192
H1 -3.2753 -0.4814 0.7556
H2 -5.7234 -0.7181 0.9654
H3 -6.6833 -2.0846 2.7961
H4 -5.1749 -3.2945 4.3408
H5 -2.7328 -3.0862 4.0998
H6 -1.8459 -1.0762 5.0326
H7 -0.5871 -1.2572 7.1371
H8 1.7050 -2.1902 7.1370
H9 2.7060 -2.9796 5.0107
H10 1.4344 -2.7758 2.8922
H11 -1.4451 3.5180 4.5378
H12 -0.1975 4.0601 6.5962
H13 1.8515 2.7943 7.1733
H14 2.6600 1.0103 5.6570
H15 1.3868 0.4648 3.5983
H16 -2.5574 0.9240 4.7524
H17 -4.9795 0.9847 5.2083
H18 -6.5350 1.9007 3.5162
H19 -5.6567 2.6855 1.3377
H20 -3.2208 2.5760 0.8742
Cl1 5.2656 -1.1205 0.1762
C26 4.1962 0.2396 0.6297
Cl2 2.5715 -0.2596 1.0521
H21 4.1430 0.9080 -0.2213
H22 4.6430 0.7327 1.4845
N1 1.5839 0.1344 -4.1414
N2 0.2201 -0.1876 -3.8757
H23 2.0928 -0.6620 -4.5114
H24 2.0056 0.3856 -3.2564
H25 0.1040 -1.1251 -3.5078
H26 -0.3083 -0.0998 -4.7319

(2)
Entry from the Open Molecules 2025 dataset: a single C5H6N2O molecule in a non-equilibrium geometry (the ωB97M-V functional and the def2-TZVPD basis).

Values from the calculation:
SMILES: O=CCn1ccnc1
frontier orbital gap: 9.038 eV
E: -10308.2924 eV
energy relative to the best compared isomer or geometry (same formula, charge and spin): 30.2 kcal per mole
net charge: 0
HOMO energy: -8.55 eV

Cartesian coordinates (Å):
C1 -2.3185 -0.2023 -0.4830
C2 -1.1128 0.0977 -1.1259
C3 -0.8438 -0.0689 1.0226
C4 2.0487 -0.3855 0.5974
C5 1.1580 0.6183 -0.2099
N1 -2.0911 -0.2837 0.7950
N2 -0.1991 0.1761 -0.1711
O1 1.6689 -1.4963 0.8955
H1 -3.1898 -0.6381 -0.8611
H2 -0.9767 0.1467 -2.1814
H3 -0.1830 -0.2140 1.9042
H4 3.0439 0.0436 0.8620
H5 1.3997 1.6314 0.2926
H6 1.5957 0.5750 -1.3368

(3)
Entry from the Open Molecules 2025 dataset: a gas-phase ion, C5H9N2O (charge +1) in a non-equilibrium geometry (the ωB97M-V functional and the def2-TZVPD basis).

Values from the calculation:
SMILES: C/C=N/C(=O)/[NH+]=C/C
frontier orbital gap: 9.400 eV
E: -10350.4536 eV
energy relative to the best compared isomer or geometry (same formula, charge and spin): 50.0 kcal per mole
net charge: +1
HOMO energy: -14.75 eV

Cartesian coordinates (Å):
C1 -0.4756 -0.2743 0.7644
C2 1.4384 0.2398 1.9893
C3 -1.9700 -0.2450 -1.1975
C4 2.9334 0.2074 1.9589
C5 -2.1491 -0.0644 -2.6210
N1 -0.8890 0.0757 -0.6087
N2 0.8772 -0.1686 0.8967
O1 -1.2948 -0.7652 1.5098
H1 0.7735 0.7579 2.7056
H2 -2.6122 -0.7954 -0.6081
H3 3.3345 0.9746 1.2229
H4 3.3164 0.2505 2.9454
H5 3.4733 -0.6589 1.4642
H6 -2.0312 0.9169 -2.8818
H7 -3.0893 -0.3006 -3.0293
H8 -1.4058 -0.5759 -3.2135
H9 -0.2298 0.4255 -1.2973